# C7H8BBrO2

A 2-piece molecular cluster, C7H8BBrO2 overall at a distorted geometry (ωB97M-V/def2-TZVPD, the OMol25 dataset).

```
! RIJCOSX wB97M-V def2-TZVPD def2/J DEFGRID3
* xyz 0 1
B 2.10585 -0.71118 -1.17326
C -2.26493 1.48747 0.24495
C -1.10421 1.80432 0.79246
C -2.40617 0.18081 -0.15356
C -0.12042 0.90231 1.23864
C -1.51794 -0.77412 0.17584
C -0.30573 -0.44880 0.83563
C 0.86170 -1.25518 0.94236
O 1.51390 -0.53894 -2.38488
O 3.35378 -0.44919 -0.84993
Br 0.66219 -3.22352 0.99256
H -3.20888 2.13087 0.12019
H -0.97326 2.83897 1.23315
H -3.21068 -0.17104 -0.82590
H 0.75528 1.23916 1.78198
H -1.71009 -1.85126 -0.15642
H 1.51825 -0.82041 1.63097
H 2.00381 0.03856 -2.92580
H 4.04756 -0.37882 -1.51897
*
```

* ΔE to the lowest compared entry with this formula, charge and spin: 403.6 kJ/mol
* HOMO-LUMO gap: 7.12 eV
* HOMO energy: -7.5 eV
* LUMO energy: -0.41 eV

# C7H8BClF7O6PS

C7H8BClF7O6PS in the gas phase at a distorted geometry (ωB97M-V/def2-TZVPD, the OMol25 dataset).

```
! RIJCOSX wB97M-V def2-TZVPD def2/J DEFGRID3
* xyz 0 1
C 3.19817 -1.71600 -0.42604
C 2.13951 -1.60946 0.72079
B 1.38779 -0.23308 0.81817
O 1.45610 0.46046 2.02339
C 0.48322 0.49112 -0.30395
O 1.11818 1.59680 -0.94631
C 1.34147 2.66861 -0.09164
O 2.43324 3.04223 0.03321
P -0.00189 3.52567 0.91685
O -1.17627 3.89114 -0.20182
Cl 0.71800 5.35378 1.52358
S -0.22323 -0.55024 -1.62805
O 0.39270 -1.82776 -1.82721
O -0.15044 0.19631 -2.84350
C -2.05479 -0.84684 -1.36918
F -2.69674 0.29939 -1.57584
F -2.39008 -1.66149 -2.34322
C -2.41632 -1.54292 -0.01587
F -1.34454 -2.01840 0.62017
F -3.18160 -2.59848 -0.29427
C -3.22792 -0.67468 0.98465
F -2.44047 0.26542 1.49211
F -4.34166 -0.21176 0.50642
F -3.55406 -1.46748 1.99828
H 2.94908 -2.59875 -1.02857
H 3.16102 -0.86750 -1.12098
H 4.21610 -1.87995 -0.06023
H 1.36300 -2.38504 0.59543
H 2.61159 -1.83891 1.68648
H 2.38202 0.71270 2.17073
H -0.39686 0.91193 0.23410
H -1.75432 3.11320 -0.24771
*
```

* HOMO-LUMO gap: 9.10 eV
* HOMO energy: -9.4 eV
* structure (SMILES): CCB(O)[C@@H](OC(=O)P(O)Cl)S(=O)(=O)C(F)(F)C(F)(F)C(F)(F)F
* LUMO energy: -0.32 eV

# C7H8BClO2

A 2-piece molecular cluster, C7H8BClO2 overall at a distorted geometry (ωB97M-V/def2-TZVPD, the OMol25 dataset).

```
! RIJCOSX wB97M-V def2-TZVPD def2/J DEFGRID3
* xyz 0 1
B -3.04800 -0.72412 0.89491
C 2.10507 0.05393 -1.64273
C 1.70995 -1.00070 -0.77360
C 1.71044 1.32069 -1.44381
C 1.14461 -0.62688 0.45582
C 0.92636 1.67859 -0.35405
C 0.69524 0.69193 0.69550
C -0.09727 0.94554 1.77684
O -3.69186 -0.15556 -0.15934
O -2.48678 -1.93279 1.01270
Cl -0.11220 -0.02270 3.16896
H 2.72291 -0.16782 -2.42473
H 2.06336 -1.96032 -1.11219
H 1.83624 1.98001 -2.22451
H 0.71536 -1.35003 1.10835
H 0.55939 2.64422 -0.17525
H -0.36212 2.03534 1.85591
H -3.93590 -0.83432 -0.87812
H -2.45480 -2.57503 0.21935
*
```

* ΔE to the lowest compared entry with this formula, charge and spin: 374.7 kJ/mol
* HOMO-LUMO gap (spin up / spin down): 6.73 / 7.00 eV
* HOMO energy (spin up / spin down): -7.3 / -7.7 eV
* LUMO energy (spin up / spin down): -0.52 / -0.66 eV

# C7H8BaO3S

C7H8BaO3S as an isolated structure at a distorted geometry (ωB97M-V/def2-TZVPD, the OMol25 dataset).

```
! RIJCOSX wB97M-V def2-TZVPD def2/J DEFGRID3
* xyz 2 1
O 3.47772 -1.47595 1.55803
C 3.08480 -0.56238 0.76131
C 2.00828 -1.06731 -0.34633
C 1.14059 0.07077 -0.33284
C -0.31442 0.06481 -1.00003
C -1.24803 0.52069 0.24796
C -2.75511 0.88489 -0.09615
S -3.41513 0.07598 -1.62723
C 1.87936 1.20596 0.46865
O 1.65538 2.37983 0.26092
O 3.04855 0.75499 1.18027
H 1.93434 -2.09394 -0.86049
H -0.44920 0.63849 -1.95137
H -0.57490 -1.04947 -1.10251
H -1.28086 -0.28687 1.07128
H -0.81756 1.44050 0.78561
H -2.91967 1.99857 -0.18128
H -3.41256 0.55365 0.76815
H -3.00291 -1.24526 -1.60011
Ba 1.96132 -2.80793 1.99618
*
```

* HOMO-LUMO gap: 4.67 eV
* HOMO energy: -14.3 eV
* LUMO energy: -9.67 eV

# C7H8BiCl2O4Tl

C7H8BiCl2O4Tl as an isolated structure at a distorted geometry (ωB97M-V/def2-TZVPD, the OMol25 dataset).

```
! RIJCOSX wB97M-V def2-TZVPD def2/J DEFGRID3
* xyz 4 1
Bi 0.15224 -0.80910 -4.93791
Tl 0.07044 0.29005 -1.26327
Cl -0.84416 1.35268 -4.09348
Cl 0.98638 -2.22930 -1.67186
C -0.92418 -1.99586 0.49224
C 0.11281 0.38904 -7.09446
C 0.41477 -2.37158 -7.42452
O -0.45779 -2.26147 1.50681
O -0.76571 0.50099 -7.84995
O 0.61156 -3.01192 -8.35655
C -0.56627 1.27456 3.90401
C 0.78470 0.48068 3.90723
C 0.97200 -0.06821 2.47817
O -0.07956 0.54894 1.67218
C -0.95880 1.44189 2.42910
H -1.36859 0.71363 4.42958
H -0.44517 2.27986 4.34294
H 0.75311 -0.27980 4.69589
H 1.65736 1.12129 4.15437
H 1.96605 0.22778 2.07228
H 0.85323 -1.16818 2.38438
H -1.97922 1.09142 2.18558
H -0.94518 2.48262 2.03724
*
```

* ΔE to the lowest compared entry with this formula, charge and spin: 40.3 kJ/mol
* HOMO-LUMO gap (spin up / spin down): 4.53 / 4.38 eV
* HOMO energy (spin up / spin down): -23.1 / -22.9 eV
* LUMO energy (spin up / spin down): -18.57 / -18.52 eV

# C7H8Br16I2NO2P

C7H8Br16I2NO2P as an isolated structure at a distorted geometry (ωB97M-V/def2-TZVPD, the OMol25 dataset).

```
! RIJCOSX wB97M-V def2-TZVPD def2/J DEFGRID3
* xyz 0 1
N 2.87863 -3.80972 2.27877
P 2.10644 -2.50410 1.91195
C 2.70243 -0.98855 2.82442
Br 1.83298 -1.05841 4.57497
I 1.98352 0.80286 1.83331
O 4.06338 -1.00722 3.11436
C 4.98040 -0.50739 2.20312
O 5.80850 0.24316 2.56477
I 5.12791 -1.29951 0.22693
H 3.61113 -3.64177 2.95584
H 2.17594 -2.23582 0.53126
H 0.72378 -2.55373 2.18010
C 5.59605 -4.32180 -3.20768
Br 4.23695 -5.14289 -2.12340
Br 5.39594 -4.75556 -5.07019
Br 5.64883 -2.41340 -2.93229
H 6.54740 -4.71491 -2.88460
C 5.27759 3.98246 -0.55423
Br 5.05225 2.12507 -1.01956
Br 3.63755 4.74022 0.11438
Br 6.72968 4.22142 0.68378
H 5.53224 4.51452 -1.45759
C -1.60730 3.24972 0.83638
Br -3.39386 3.42013 0.14489
Br -0.41646 2.46064 -0.45473
Br -0.92593 4.92996 1.48957
H -1.65331 2.57654 1.67906
C -7.11709 0.93857 0.50429
Br -9.02084 0.86482 0.79071
Br -6.65104 2.31216 -0.76028
Br -6.15313 1.12750 2.15848
H -6.82464 -0.00515 0.06989
C -9.54841 -0.30771 -2.91971
Br -7.89571 -0.23494 -3.90741
Br -10.65194 1.22771 -3.27305
Br -10.49344 -1.95441 -3.23633
H -9.29643 -0.28047 -1.87021
*
```

* ΔE to the lowest compared entry with this formula, charge and spin: 0.0 kJ/mol
* HOMO-LUMO gap: 8.58 eV
* HOMO energy: -9.1 eV
* LUMO energy: -0.53 eV

# C7H8Cl3NSi

C7H8Cl3NSi in the gas phase at a distorted geometry (ωB97M-V/def2-TZVPD, the OMol25 dataset).

```
! RIJCOSX wB97M-V def2-TZVPD def2/J DEFGRID3
* xyz 0 1
C -1.03571 -0.23240 -2.40723
C -0.01618 -0.48980 -1.35240
C -1.76249 0.90989 -2.40786
C 0.75500 0.40244 -0.67983
C -1.06356 2.34948 -0.59113
C 0.35790 0.30161 1.88166
C 1.28219 0.01523 0.65196
N -1.45419 1.90827 -1.60022
Si 1.64359 1.87619 -1.50715
Cl 1.79111 3.49384 -0.31557
Cl 3.53352 1.00521 -1.82927
Cl 1.03595 2.46607 -3.37645
H -1.30792 -1.14149 -2.91516
H -0.03545 -1.36493 -0.83655
H -2.64539 0.90852 -2.96385
H -0.32300 -0.44967 1.78693
H -0.12823 1.37317 1.79738
H 0.84825 0.01926 2.75485
H 1.63186 -0.94165 0.68488
H 2.14241 0.57018 1.07370
*
```

* ΔE to the lowest compared entry with this formula, charge and spin: 347.8 kJ/mol
* HOMO-LUMO gap: 8.72 eV
* HOMO energy: -9.1 eV
* LUMO energy: -0.36 eV

# C7H8F2N2

A 2-piece molecular cluster, C7H8F2N2 overall at a distorted geometry (ωB97M-V/def2-TZVPD, the OMol25 dataset).

```
! RIJCOSX wB97M-V def2-TZVPD def2/J DEFGRID3
* xyz 0 1
F 1.71891 -2.54954 -0.63204
C 0.89129 -1.52761 -1.10467
C 0.46248 -0.61423 0.00700
C 1.19800 0.47233 0.38251
C 0.82652 1.21135 1.48792
C -0.26899 0.86080 2.32227
C -1.02260 -0.29994 1.89552
C -0.66843 -0.97287 0.75031
F -1.39175 -2.10126 0.49432
H 0.10037 -2.02171 -1.74864
H 1.63987 -1.01841 -1.76530
H 2.02881 0.71432 -0.30176
H 1.39617 2.16348 1.75974
H -0.62880 1.35791 3.11215
H -1.73455 -0.73596 2.55208
H -1.16235 0.16355 -3.07733
N -1.54056 0.80040 -2.38789
N -0.77632 1.73665 -2.24742
H -1.06806 2.36075 -1.49877
*
```

* ΔE to the lowest compared entry with this formula, charge and spin: 100.9 kJ/mol
* HOMO-LUMO gap: 9.94 eV
* HOMO energy: -9.3 eV
* structure (SMILES): FCc1ccccc1F.[H]/N=N/[H]
* LUMO energy: 0.59 eV

# C7H8I3N2O2

C7H8I3N2O2 as an isolated structure at a distorted geometry (ωB97M-V/def2-TZVPD, the OMol25 dataset).

```
! RIJCOSX wB97M-V def2-TZVPD def2/J DEFGRID3
* xyz 1 1
C 1.27833 -1.10354 1.02647
C 0.26299 -0.25818 0.74515
C 2.50944 -1.05826 0.14888
C 0.21674 0.85738 -0.05656
C 3.25778 -2.33089 -0.04906
C 2.94102 0.28802 -0.39298
C 1.79902 1.03801 -0.94287
N -0.91342 -0.27609 1.60858
N 1.82883 1.94271 -1.87264
O 4.06417 -3.12764 0.21415
O 2.34623 -2.08211 -0.97639
I -1.38066 1.77893 -1.07288
I 3.61999 1.54062 1.25164
I -4.78424 -0.37992 0.77400
H 1.12114 -1.93450 1.72842
H 3.71168 0.20375 -1.20051
H -0.86112 -1.03228 2.25184
H -1.69762 -0.34689 0.85315
H -1.35616 0.51054 2.17790
H -6.35624 -0.29451 0.44098
H 2.83246 2.18709 -2.22060
H 1.04996 2.64851 -1.91708
*
```

* ΔE to the lowest compared entry with this formula, charge and spin: 191.5 kJ/mol
* HOMO-LUMO gap (spin up / spin down): 6.63 / 6.63 eV
* HOMO energy (spin up / spin down): -11.0 / -11.0 eV
* LUMO energy (spin up / spin down): -4.36 / -4.36 eV

# C7H8IPS

A 2-piece molecular cluster, C7H8IPS overall at a distorted geometry (ωB97M-V/def2-TZVPD, the OMol25 dataset).

```
! RIJCOSX wB97M-V def2-TZVPD def2/J DEFGRID3
* xyz 0 1
C 1.96352 2.02920 0.45394
C 0.63531 2.44493 0.56064
C 2.17699 0.77298 -0.16472
C -0.39738 1.68444 0.18320
C 1.10154 -0.00671 -0.60602
C -0.19185 0.41348 -0.43781
C -1.10526 -3.53427 0.81982
P -1.58153 -0.72343 -0.76936
S -1.90200 -0.55346 -2.74520
I -3.50304 0.05274 0.43740
H 2.66043 2.73107 0.61776
H 0.43972 3.37283 0.92906
H 3.09016 0.35841 -0.36085
H -1.44973 2.05123 0.19165
H 1.31045 -0.85858 -1.32973
H -0.11065 -3.89315 1.14864
H -1.52808 -2.63540 1.19185
H -1.60861 -3.70629 -0.12026
*
```

* ΔE to the lowest compared entry with this formula, charge and spin: 197.7 kJ/mol
* HOMO-LUMO gap (spin up / spin down): 8.37 / 6.41 eV
* HOMO energy (spin up / spin down): -8.6 / -8.7 eV
* LUMO energy (spin up / spin down): -0.25 / -2.30 eV

# C7H8N2O2

C7H8N2O2 in the gas phase at a distorted geometry (ωB97M-V/def2-TZVPD, the OMol25 dataset).

```
! RIJCOSX wB97M-V def2-TZVPD def2/J DEFGRID3
* xyz 0 1
C -1.55795 2.90705 0.05735
C -1.31164 3.01219 1.38441
C -0.54763 1.02223 0.74536
C -0.41370 -0.90252 -0.39470
C -1.08333 1.66008 -0.42081
C -0.68390 -0.28204 -1.57255
C 1.50235 -2.29975 -0.46872
N -0.77795 1.86088 1.83008
N 0.22819 -1.93955 0.04563
O -1.08789 1.02036 -1.66428
O -0.72274 -0.94132 -2.79199
H -2.17092 3.53875 -0.56286
H -1.50970 3.79480 2.08796
H 1.54235 -1.70343 -1.28413
H 2.21337 -2.22818 0.26549
H 1.63724 -3.37963 -0.69585
H -0.62718 1.69103 2.76965
H -0.25562 -2.46229 0.90436
H -1.14161 -0.31480 -3.36967
*
```

* ΔE to the lowest compared entry with this formula, charge and spin: 594.5 kJ/mol
* HOMO-LUMO gap: 8.09 eV
* HOMO energy: -7.4 eV
* LUMO energy: 0.70 eV

# C7H8N2O2

C7H8N2O2 in the gas phase at a distorted geometry (ωB97M-V/def2-TZVPD, the OMol25 dataset).

```
! RIJCOSX wB97M-V def2-TZVPD def2/J DEFGRID3
* xyz 0 1
O 1.59313 0.34163 -1.29631
C 0.65744 0.13871 -0.54200
C 0.62346 -1.09553 0.16052
C 1.53089 -2.11930 -0.06588
N 1.16870 -3.27817 0.59206
C 0.01200 -2.94503 1.17796
N -0.34588 -1.65054 0.99618
C -0.38940 1.17380 -0.26479
O -0.85803 0.98124 1.07043
C -0.15191 2.65227 -0.69449
C -1.39874 1.97666 -1.14003
H 2.34589 -2.02691 -0.79166
H -0.59280 -3.66276 1.76105
H -1.15232 -1.22013 1.26702
H -0.08187 1.07964 1.67338
H 0.75039 2.54886 -1.22493
H -0.01514 3.27651 0.20105
H -2.32483 2.09485 -0.66705
H -1.37099 1.73420 -2.21251
*
```

* ΔE to the lowest compared entry with this formula, charge and spin: 227.7 kJ/mol
* HOMO-LUMO gap: 9.43 eV
* HOMO energy: -9.1 eV
* structure (SMILES): O=C(c1cnc[nH]1)C1(O)CC1
* LUMO energy: 0.29 eV